<a>
Formula: C5H12O3
Source: the Open Molecules 2025 dataset
Level of theory: wB97M-V/def2-TZVPD

Last column: Löwdin charge in e.
Cartesian coordinates (Å):
C (3.0628, 0.4569, -0.6754)  0.031
C (1.9429, 0.9955, -1.2769)  -0.113
C (0.6186, 0.2356, -1.2989)  -0.085
C (-0.3476, -0.0265, -0.4594)  -0.381
C (-1.5268, -0.9163, -0.6223)  -0.034
O (-0.4775, 0.6394, 0.7678)  -0.008
H (3.9922, 0.7781, -1.0083)  0.029
H (3.0424, -0.3907, -0.2164)  -0.012
H (1.8899, 2.0767, -1.6034)  0.111
H (0.6602, -0.2723, -2.1809)  0.073
H (-1.6204, -1.5229, -1.5428)  0.091
H (-2.3937, -0.3161, -0.8866)  0.082
H (-1.7283, -1.4706, 0.3059)  0.088
H (0.3682, 0.9716, 1.1863)  0.130
O (-2.2762, 3.5560, 0.5777)  -0.104
H (-2.8687, 3.9621, 1.2198)  0.013
H (-1.5566, 4.0464, 1.1509)  0.093
O (-0.5492, -4.1888, 2.3146)  -0.027
H (-0.2980, -3.9162, 1.4518)  0.013
H (0.0659, -4.6978, 2.7965)  0.010

**Multiplicity**: 1
**Frontier orbital gap**: 9.4 eV
**Total charge**: 0
**HOMO**: -8.8 eV

<b>
Formula: C5H12O3
Source: the Open Molecules 2025 dataset
Level of theory: wB97M-V/def2-TZVPD

Last column: Löwdin charge in e.
Cartesian coordinates (Å):
O (0.1999, 2.9475, 0.3289)  0.054
C (-0.5349, 2.5232, 1.1812)  -0.255
C (-1.3929, 1.2977, 0.9577)  -0.162
C (-0.8119, -0.1274, 1.0924)  -0.194
C (-0.4646, -0.9085, -0.2152)  -0.189
C (0.7459, -0.2496, -0.8513)  -0.245
O (1.9876, -0.8798, -0.5135)  -0.066
H (-0.6695, 3.0056, 2.1661)  0.121
H (-2.2063, 1.3674, 1.6783)  0.102
H (-1.8677, 1.3586, -0.0197)  0.119
H (0.1068, 0.0194, 1.6593)  0.114
H (-1.4926, -0.7406, 1.6786)  0.105
H (-0.3969, -1.8631, 0.2837)  0.093
H (-1.3580, -0.9171, -0.8392)  0.119
H (0.7431, -0.3381, -1.9406)  0.117
H (0.7941, 0.8118, -0.6021)  0.100
H (1.9031, -1.2948, 0.3507)  0.080
O (0.2564, -3.5073, -1.7226)  -0.043
H (-0.2459, -3.5804, -0.9119)  0.020
H (0.2743, -2.5964, -2.0132)  0.009

**Multiplicity**: 1
**Frontier orbital gap**: 10.6 eV
**Total charge**: 0
**HOMO**: -10.1 eV

<c>
Formula: C5H12O3
Source: the Open Molecules 2025 dataset
Level of theory: wB97M-V/def2-TZVPD

Last column: Löwdin charge in e.
Cartesian coordinates (Å):
C (-1.8413, 1.2661, -1.5326)  -0.089
C (-0.8564, 0.8706, -0.4723)  -0.198
C (-0.5254, -0.3937, -0.0602)  -0.170
C (0.7673, -0.7479, 0.4894)  -0.132
C (1.0308, -1.8702, 1.1739)  -0.201
O (2.0758, -2.2253, 1.9416)  0.035
H (-1.7135, 2.3350, -1.6984)  0.072
H (-1.8002, 0.7318, -2.4794)  0.077
H (-2.8660, 1.1703, -1.1404)  0.080
H (-0.3294, 1.6610, 0.0557)  0.107
H (-1.4418, -0.9837, -0.1971)  0.129
H (1.4135, 0.1048, 0.7160)  0.132
H (0.2177, -2.5866, 1.2697)  0.126
H (2.9082, -1.9564, 1.5381)  0.113
O (2.1697, 0.6943, -2.1082)  -0.065
H (1.5300, 0.1572, -1.6146)  -0.010
H (2.8065, 0.0407, -2.4214)  0.036
O (-1.0675, 0.7762, 2.5711)  -0.070
H (-1.2318, 1.1017, 1.6743)  -0.009
H (-1.2465, -0.1458, 2.2948)  0.036

**Multiplicity**: 1
**Frontier orbital gap**: 8.8 eV
**Total charge**: 0
**HOMO**: -8.3 eV

<d>
Formula: C5H12O3
Source: the Open Molecules 2025 dataset
Level of theory: wB97M-V/def2-TZVPD

Last column: Löwdin charge in e.
Cartesian coordinates (Å):
C (1.9446, -0.7674, -0.9795)  -0.116
O (0.5441, -0.7509, -1.1392)  -0.149
C (-0.2464, 0.4305, -0.5570)  -0.506
C (-1.6798, 0.3013, -1.0468)  0.020
O (0.2540, 1.6544, -1.0390)  0.033
C (-0.0400, 0.2481, 0.9431)  -0.295
C (-0.4203, -1.0685, 1.5856)  -0.029
O (-0.9387, 1.3200, 1.5404)  -0.071
H (2.3897, 0.2341, -0.9829)  0.082
H (2.3845, -1.3296, -1.8094)  0.091
H (2.2212, -1.2832, -0.0534)  0.083
H (-1.6796, 0.0246, -2.1069)  0.097
H (-2.2521, -0.4699, -0.5276)  0.091
H (-2.2190, 1.2481, -0.9489)  0.094
H (1.0818, 1.8510, -0.5778)  0.099
H (0.9676, 0.5448, 1.2466)  0.139
H (-1.1690, -0.9859, 2.3786)  0.089
H (-0.8464, -1.8293, 0.9288)  0.084
H (0.4527, -1.5384, 2.0479)  0.081
H (-0.7488, 2.1660, 1.0974)  0.082

**Multiplicity**: 1
**Frontier orbital gap**: 10.4 eV
**Total charge**: 0
**HOMO**: -9.8 eV

The calculated energies rank the structures as follows, beginning with the most stable: <d>, <b>, <c>, <a>.

<a>
Formula: C5H12O3
Source: the Open Molecules 2025 dataset
Level of theory: wB97M-V/def2-TZVPD

Last column: Löwdin charge in e.
Cartesian coordinates (Å):
C (-1.7292, 0.1251, -1.5313)  -0.168
C (-1.7165, -0.4867, -0.1272)  -0.627
O (-1.8712, 0.5831, 0.7942)  0.011
O (-0.8764, 1.2565, -1.6372)  -0.063
O (-2.3218, -1.5452, 0.1025)  0.008
H (-2.3898, 0.2298, 1.5296)  0.113
H (-1.1558, 1.8859, -0.9596)  0.089
H (-1.3799, -0.6163, -2.2500)  0.132
H (-2.7663, 0.3893, -1.7743)  0.136
C (1.9333, -0.3101, 0.1551)  -0.180
C (0.2039, -1.0359, 0.1728)  -0.009
C (2.0967, 0.7823, 1.1834)  -0.123
H (2.4805, -1.2173, 0.3937)  0.088
H (2.1764, 0.0009, -0.8597)  0.098
H (1.4646, 1.6375, 0.9469)  0.076
H (3.1341, 1.1238, 1.1990)  0.077
H (1.8304, 0.4287, 2.1786)  0.078
H (0.4145, -0.0214, -0.2665)  0.075
H (0.1478, -1.3089, 1.2199)  0.098
H (0.3249, -1.9012, -0.4701)  0.094

**Multiplicity**: 1
**Frontier orbital gap**: 9.6 eV
**Total charge**: 0
**HOMO**: -8.8 eV

<b>
Formula: C5H12O3
Source: the Open Molecules 2025 dataset
Level of theory: wB97M-V/def2-TZVPD

Last column: Löwdin charge in e.
Cartesian coordinates (Å):
C (1.9833, 1.0441, -1.8195)  0.018
C (1.2458, 0.6489, -0.7791)  -0.180
C (-0.2230, 0.7684, -0.7725)  -0.067
C (-1.1133, 0.1779, 0.0335)  -0.383
C (-2.5717, 0.3358, -0.0557)  -0.028
O (-0.5929, -0.8800, 0.7309)  -0.030
H (3.0408, 0.9979, -1.8370)  0.043
H (1.5884, 1.6037, -2.6377)  0.052
H (1.6656, 0.2533, 0.1250)  0.094
H (-0.5109, 1.6610, -1.3732)  0.134
H (-2.8659, 0.1906, -1.1107)  0.099
H (-3.1642, 1.1966, 0.3861)  0.112
H (-3.0374, -0.4869, 0.4596)  0.070
H (-0.9728, -1.2817, 1.5203)  0.143
O (0.3096, 1.0831, 2.7171)  -0.052
H (0.3520, 0.3287, 2.1359)  -0.017
H (0.9334, 1.6756, 2.2489)  0.055
O (0.9518, -2.6150, -0.6830)  -0.093
H (0.3753, -1.9919, -0.1393)  0.012
H (1.1823, -2.2169, -1.5247)  0.018

**Multiplicity**: 1
**Frontier orbital gap**: 9.2 eV
**Total charge**: 0
**HOMO**: -8.7 eV

The calculated energies rank the structures as follows, beginning with the most stable: <b>, <a>.

<a>
Formula: C3H5N4
Source: the Open Molecules 2025 dataset
Level of theory: wB97M-V/def2-TZVPD

Last column: Löwdin charge in e.
Cartesian coordinates (Å):
C (-0.4998, 0.2269, 1.1153)  0.094
C (-0.5004, -0.8722, -1.2689)  -0.093
C (0.5693, 1.0827, 1.9285)  -0.011
N (0.6531, -0.5010, -1.3145)  0.144
N (1.4284, -0.2665, -0.3126)  0.046
N (0.7107, 0.2559, 0.7530)  -0.180
N (-1.7464, -0.9934, -1.5650)  0.211
H (0.3216, 2.0808, 1.5706)  0.084
H (1.1276, 1.0158, 2.8691)  0.112
H (2.3903, 0.1331, -0.4890)  0.215
H (-2.4181, -0.1659, -1.7127)  0.206
H (-2.0364, -1.9961, -1.5739)  0.172

**Multiplicity**: 1
**Frontier orbital gap**: 9.6 eV
**Total charge**: +1
**HOMO**: -14.1 eV

<b>
Formula: C3H5N4
Source: the Open Molecules 2025 dataset
Level of theory: wB97M-V/def2-TZVPD

Last column: Löwdin charge in e.
Cartesian coordinates (Å):
H (-2.6721, -0.7157, -1.0887)  0.182
N (-1.6476, -1.0576, -1.1286)  0.220
N (-0.8322, -0.2686, -1.3858)  0.063
C (0.3027, 0.2228, -0.8220)  -0.183
N (1.2013, 1.0100, -1.4594)  0.190
C (0.1901, -0.2022, 0.5927)  -0.171
N (-0.8688, -0.6375, 1.0843)  0.170
C (0.1527, -0.3002, 2.0897)  -0.022
H (1.8910, 1.5216, -0.8460)  0.170
H (1.3575, 0.9224, -2.4414)  0.126
H (0.7588, -1.1167, 2.7019)  0.149
H (0.1666, 0.6216, 2.7032)  0.106

**Multiplicity**: 1
**Frontier orbital gap (spin up / spin down)**: 8.0 / 8.0 eV
**Total charge**: +1
**HOMO (spin up / spin down)**: -14.2 / -14.2 eV

The calculated energies rank the structures as follows, beginning with the most stable: <b>, <a>.